56
Properties=species:S:1:pos:R:3:forces:R:3 method="wB97M-V/def2-TZVPD" fmax_ev_per_a=1.2 smiles=FC(F)(F)c1cccc(Cc2noc(CN3CCC(N4CCCCC4)CC3)n2)c1 lumo_ev=0.68 molar_mass_g_mol=408.5 gap_ev=9.0316 relative_energy_kj_mol=12.54 multiplicity=1
F 4.352011 3.110298 -0.087579 -0.2 -0.1 -0.1
C 5.299604 2.255294 0.324221 0.1 0.3 0.2
F 5.323121 2.339541 1.668589 0.0 -0.2 0.1
F 6.473258 2.762401 -0.095771 0.2 -0.1 -0.1
C 5.081439 0.848281 -0.153715 0.0 0.1 0.0
C 6.126294 -0.060419 -0.049090 -0.1 0.1 0.0
C 5.929584 -1.362394 -0.471287 0.1 0.0 0.1
C 4.706098 -1.749187 -0.989623 -0.1 0.1 0.0
C 3.659476 -0.842665 -1.094489 0.2 0.1 -0.1
C 2.323462 -1.274209 -1.625867 0.1 0.0 0.1
C 1.462112 -1.788243 -0.528883 -0.3 -0.2 0.5
N 1.799921 -1.802068 0.728438 1.0 0.5 -0.3
O 0.731742 -2.344582 1.376173 -0.7 -0.3 0.1
C -0.184981 -2.627858 0.443480 0.4 0.2 -0.5
C -1.518202 -3.162941 0.848219 -0.1 0.0 0.2
N -2.596520 -2.222004 0.631726 0.1 -0.1 0.1
C -2.414760 -0.970800 1.347398 -0.2 0.0 0.2
C -3.709792 -0.167461 1.308925 0.2 0.2 -0.3
C -4.088408 0.123673 -0.152346 0.0 -0.4 0.1
N -5.266973 0.946885 -0.356211 0.0 0.1 0.0
C -5.052477 2.364100 -0.137112 0.0 0.2 -0.3
C -6.198801 3.156636 -0.761447 0.1 0.1 0.3
C -7.525207 2.732259 -0.141745 0.0 -0.1 -0.3
C -7.679682 1.222849 -0.288078 0.0 0.0 0.3
C -6.472636 0.515923 0.325024 -0.2 -0.1 -0.2
C -4.208278 -1.216190 -0.883423 0.3 0.2 0.0
C -2.897104 -1.987373 -0.770092 -0.3 0.0 -0.2
N 0.215904 -2.301131 -0.748804 -0.5 -0.3 0.0
C 3.852919 0.463504 -0.667994 0.2 0.0 0.0
H 7.076390 0.254707 0.353892 0.1 0.0 0.0
H 6.734217 -2.077222 -0.395040 0.1 -0.1 0.0
H 4.560987 -2.768360 -1.316054 0.0 -0.1 0.0
H 2.430676 -2.067908 -2.369023 0.0 0.1 0.0
H 1.802459 -0.440673 -2.103386 0.0 -0.1 0.0
H -1.474705 -3.412274 1.912013 0.0 -0.1 -0.1
H -1.730801 -4.067111 0.271960 0.1 0.0 0.1
H -2.149131 -1.202468 2.382600 0.1 0.0 0.0
H -1.600647 -0.363373 0.912200 0.0 0.0 0.0
H -4.499275 -0.749824 1.784444 0.0 0.0 0.1
H -3.576128 0.763553 1.862465 0.0 0.0 0.1
H -3.256683 0.673325 -0.613098 0.0 0.0 0.0
H -4.109575 2.653329 -0.607963 0.0 0.0 0.1
H -4.987920 2.610976 0.938836 0.0 0.0 0.0
H -6.219198 2.954900 -1.833351 0.0 0.0 -0.1
H -6.028908 4.224529 -0.612928 0.0 0.0 0.0
H -8.354747 3.249924 -0.626898 0.0 0.0 0.1
H -7.534869 2.998713 0.918258 0.0 0.0 0.1
H -7.736919 0.964400 -1.346335 0.0 -0.1 0.0
H -8.592866 0.880907 0.202396 0.0 0.0 0.0
H -6.584168 -0.562140 0.206700 0.0 0.0 0.1
H -6.436412 0.745129 1.405670 0.0 -0.1 0.0
H -5.000262 -1.817508 -0.438220 -0.1 0.0 0.0
H -4.450654 -1.041914 -1.931474 0.0 0.0 0.0
H -2.994406 -2.957570 -1.262601 0.1 0.0 0.0
H -2.088472 -1.431875 -1.271970 -0.1 -0.1 0.0
H 3.050861 1.182597 -0.737520 -0.1 0.1 0.0



57
Properties=species:S:1:pos:R:3:forces:R:3 method="wB97M-V/def2-TZVPD" fmax_ev_per_a=0.6 smiles="O=C1[C@@H]2CCCN2C(=O)N1CCCCN1CCN(c2cccc(C(F)(F)F)c2)CC1" lumo_ev=0.68 molar_mass_g_mol=424.5 gap_ev=8.5741 relative_energy_kj_mol=0.00 multiplicity=1
O 3.042422 2.077761 0.127006 0.0 0.1 -0.2
C 3.744985 1.422945 0.856554 0.4 0.1 0.0
C 5.252798 1.232886 0.774285 0.0 0.3 -0.2
C 5.778208 0.463734 -0.458194 0.0 0.0 0.0
C 6.274130 -0.875786 0.108920 0.1 0.1 0.1
C 6.579523 -0.556875 1.577999 0.1 -0.3 0.0
N 5.548859 0.400501 1.922830 0.2 0.2 0.1
C 4.391328 -0.002850 2.532926 0.0 0.2 0.1
O 4.277152 -0.801551 3.424725 -0.1 -0.3 0.2
N 3.340994 0.720321 1.952447 -0.2 -0.2 0.1
C 1.963581 0.575623 2.371392 -0.3 -0.3 0.2
C 1.393371 -0.798112 2.015688 0.2 0.0 -0.1
C 1.444802 -1.119117 0.522437 -0.2 0.2 0.1
C 0.632388 -0.140431 -0.331119 0.1 -0.1 0.0
N -0.690577 0.096224 0.219091 0.0 0.1 -0.1
C -1.292720 1.314320 -0.289314 -0.2 0.2 0.2
C -2.606573 1.592259 0.450735 0.3 0.2 -0.3
N -3.523806 0.484991 0.273974 0.1 0.0 0.5
C -4.413972 0.467004 -0.775342 -0.5 -0.1 -0.4
C -5.113596 1.631239 -1.136872 0.1 0.0 0.0
C -6.058763 1.625175 -2.138676 0.0 0.0 -0.1
C -6.363690 0.461924 -2.828567 0.1 -0.3 0.0
C -5.690866 -0.695518 -2.473686 -0.1 0.1 -0.1
C -5.951051 -1.989473 -3.185502 0.0 -0.4 -0.2
F -4.882867 -2.397830 -3.904802 0.2 0.1 0.0
F -6.978978 -1.938772 -4.042452 -0.2 0.3 0.0
F -6.218188 -3.000475 -2.334422 0.0 0.0 0.2
C -4.730965 -0.704711 -1.473529 0.1 0.1 0.1
C -2.904594 -0.730585 0.755597 0.1 -0.3 -0.2
C -1.595875 -1.021036 0.017251 -0.2 0.0 0.3
H 5.736787 2.211353 0.864437 -0.1 -0.1 -0.1
H 6.597012 1.013697 -0.919326 0.0 0.0 0.0
H 4.993991 0.334681 -1.202673 0.0 0.1 -0.1
H 5.484541 -1.627141 0.057870 0.0 0.0 0.0
H 7.143835 -1.251255 -0.424558 0.0 -0.1 0.0
H 7.558139 -0.082356 1.686714 0.0 -0.1 0.0
H 6.514973 -1.419420 2.239877 0.1 0.1 0.0
H 1.396258 1.368155 1.882083 0.1 0.0 0.1
H 1.928172 0.711587 3.455332 0.0 0.1 -0.1
H 0.355776 -0.818737 2.347109 0.0 0.0 0.1
H 1.951801 -1.557688 2.565396 -0.1 0.0 0.0
H 1.078987 -2.137430 0.377543 0.1 0.0 0.0
H 2.478229 -1.096964 0.168052 0.0 -0.1 -0.1
H 1.154425 0.817579 -0.365703 0.0 0.0 0.0
H 0.579282 -0.524216 -1.365612 0.0 0.1 0.0
H -0.600140 2.142530 -0.125226 0.0 0.0 0.0
H -1.502863 1.246552 -1.373485 0.0 0.0 0.0
H -3.037926 2.520547 0.083620 0.0 0.0 0.1
H -2.401367 1.696285 1.520415 0.0 0.1 0.0
H -4.929761 2.552368 -0.606878 0.0 0.1 0.1
H -6.576383 2.539811 -2.384806 0.0 0.1 0.0
H -7.102716 0.452682 -3.612591 -0.1 0.0 -0.1
H -4.232231 -1.636508 -1.262027 0.1 -0.1 0.1
H -3.598021 -1.566843 0.681881 0.0 0.0 0.0
H -2.674360 -0.572735 1.814589 0.0 -0.1 0.0
H -1.143340 -1.926142 0.423764 0.0 -0.1 0.0
H -1.800560 -1.184180 -1.057180 0.1 0.0 0.0



55
Properties=species:S:1:pos:R:3:forces:R:3 method="wB97M-V/def2-TZVPD" fmax_ev_per_a=0.8 smiles="Cc1n[nH]c(C)c1CCNC(=O)[C@@H]1CCC(=O)N(CCc2cccc(F)c2)C1" lumo_ev=0.63 molar_mass_g_mol=386.5 gap_ev=9.4327 relative_energy_kj_mol=0.00 multiplicity=1
C 3.252140 -2.526769 -1.740644 0.0 0.0 0.1
C 3.364143 -1.890381 -0.399267 0.0 0.2 0.4
N 2.908810 -2.493687 0.685200 -0.4 -0.7 -0.2
N 3.175057 -1.668445 1.700109 0.1 0.3 0.0
C 3.794339 -0.535932 1.302909 0.1 -0.1 -0.3
C 4.141838 0.556529 2.242449 -0.2 0.1 0.0
C 3.941928 -0.643950 -0.068179 0.2 -0.1 0.3
C 4.482374 0.382383 -1.008331 -0.2 0.1 0.2
C 3.487893 1.549918 -1.141538 0.2 0.0 0.0
N 2.145586 1.057456 -1.353627 0.2 0.1 -0.4
C 1.260978 0.954637 -0.336308 -0.4 -0.4 -0.3
O 1.423805 1.492674 0.738961 0.0 0.2 0.3
C 0.029696 0.101583 -0.662036 -0.2 0.0 0.3
C -0.705488 0.584402 -1.910261 0.2 0.1 0.0
C -1.118986 2.030529 -1.690832 -0.1 0.0 -0.1
C -1.886297 2.247198 -0.399229 0.3 -0.1 -0.3
O -2.602159 3.222978 -0.253550 -0.2 0.3 0.0
N -1.739563 1.327898 0.578136 0.0 0.0 0.2
C -2.510133 1.524743 1.791188 -0.3 0.3 0.0
C -4.010878 1.244274 1.578416 0.2 0.0 0.0
C -4.214432 -0.105580 0.962181 -0.2 -0.1 0.0
C -4.292991 -1.251646 1.745660 0.0 0.0 0.0
C -4.406926 -2.502660 1.164959 0.0 0.0 0.0
C -4.433539 -2.636677 -0.212797 0.0 0.0 -0.2
C -4.357439 -1.490270 -0.981744 0.1 0.0 0.1
F -4.370911 -1.603799 -2.330093 0.0 0.0 0.1
C -4.255526 -0.231901 -0.421368 0.0 -0.2 -0.1
C -0.944713 0.119705 0.511833 0.4 -0.4 0.0
H 2.629370 -1.932119 -2.409496 0.0 0.0 -0.1
H 2.806164 -3.510757 -1.629729 0.0 -0.1 -0.1
H 4.235929 -2.632318 -2.196274 0.0 0.0 -0.1
H 2.906038 -1.921608 2.637046 0.0 0.0 -0.1
H 5.049832 1.060619 1.919685 0.1 0.0 0.1
H 3.329661 1.284629 2.261547 0.0 0.1 0.0
H 4.286776 0.168891 3.248711 0.1 0.0 0.1
H 5.436567 0.772922 -0.649011 0.1 0.0 -0.1
H 4.645895 -0.074013 -1.986645 0.1 0.0 0.0
H 3.460509 2.129529 -0.217689 0.0 0.0 -0.1
H 3.771549 2.204087 -1.970735 0.0 0.0 0.1
H 2.009733 0.480306 -2.168536 -0.1 0.0 0.1
H 0.383816 -0.927787 -0.794353 0.0 0.1 0.0
H -0.084915 0.503972 -2.804976 -0.1 0.0 0.0
H -1.588265 -0.040393 -2.064566 0.0 -0.1 0.0
H -0.234589 2.672655 -1.645387 0.0 0.0 0.0
H -1.744005 2.396771 -2.507366 0.0 0.0 0.1
H -2.106939 0.867922 2.563010 0.0 0.0 0.0
H -2.395679 2.566203 2.103929 0.0 -0.1 0.1
H -4.405125 2.019819 0.922108 0.0 0.0 0.1
H -4.512404 1.308071 2.544693 -0.1 0.0 0.0
H -4.265622 -1.160724 2.821547 0.0 0.0 0.1
H -4.470976 -3.382706 1.786824 0.0 -0.1 0.0
H -4.514731 -3.601093 -0.687981 0.0 -0.1 -0.1
H -4.205812 0.638881 -1.056638 0.0 0.1 -0.1
H -1.612248 -0.750048 0.446668 0.1 0.0 0.0
H -0.369108 0.043084 1.441408 -0.1 0.0 -0.1